# C43H50F6GeN6O2S2Ti

C43H50F6GeN6O2S2Ti as an isolated structure (wB97M-V/def2-TZVPD, the Open Molecules 2025 dataset).

Cartesian coordinates (Å):
Ti (-0.02, -0.12, 0.80)
C (2.06, -1.72, -2.28)
C (1.08, -2.36, -1.34)
O (0.48, -1.75, -0.48)
N (0.73, -3.65, -1.62)
C (-0.36, -4.31, -0.95)
C (0.01, -5.13, 0.26)
C (-0.39, -6.46, 0.36)
C (-0.08, -7.16, 1.52)
C (0.61, -6.50, 2.52)
C (0.97, -5.18, 2.32)
N (0.68, -4.50, 1.22)
H (2.51, -0.86, -1.79)
H (1.46, -1.34, -3.12)
H (2.81, -2.42, -2.64)
H (1.34, -4.18, -2.21)
H (-0.87, -4.95, -1.68)
H (-1.06, -3.53, -0.64)
H (-0.93, -6.93, -0.45)
H (-0.37, -8.20, 1.63)
H (0.87, -7.00, 3.45)
H (1.51, -4.62, 3.08)
S (-1.20, 0.23, -1.56)
C (-0.44, 1.65, -2.27)
N (-1.07, 2.15, -3.45)
C (-0.24, 3.04, -4.22)
C (0.47, 4.07, -3.33)
N (1.24, 3.40, -2.31)
C (2.67, 3.58, -2.38)
C (3.32, 2.95, -3.60)
C (4.12, 3.69, -4.46)
C (4.71, 3.10, -5.58)
C (4.50, 1.75, -5.84)
C (3.69, 1.01, -4.98)
C (3.11, 1.60, -3.87)
C (0.71, 2.18, -1.80)
S (1.64, 1.39, -0.53)
C (-2.49, 2.47, -3.39)
C (-2.81, 3.82, -2.81)
C (-3.34, 4.85, -3.59)
C (-3.58, 6.10, -3.04)
C (-3.30, 6.34, -1.71)
C (-2.77, 5.32, -0.92)
C (-2.53, 4.08, -1.47)
H (-0.86, 3.55, -4.97)
H (0.52, 2.45, -4.75)
H (-0.27, 4.74, -2.89)
H (1.14, 4.67, -3.95)
H (3.10, 3.14, -1.48)
H (2.89, 4.65, -2.37)
H (4.28, 4.74, -4.27)
H (5.33, 3.69, -6.24)
H (4.95, 1.29, -6.70)
H (3.52, -0.04, -5.18)
H (2.49, 1.02, -3.20)
H (-2.95, 1.69, -2.78)
H (-2.91, 2.39, -4.40)
H (-3.55, 4.66, -4.64)
H (-3.99, 6.89, -3.66)
H (-3.49, 7.32, -1.28)
H (-2.54, 5.49, 0.12)
H (-2.10, 3.30, -0.85)
N (-1.40, 2.81, 1.32)
C (-0.90, 1.78, 1.14)
C (-4.72, -2.13, 0.70)
Ge (-3.58, -0.57, 1.20)
C (-4.23, 0.86, 0.03)
C (-4.09, 0.03, 3.01)
C (-1.72, -1.19, 1.29)
H (-5.75, -1.95, 1.01)
H (-4.38, -3.06, 1.15)
H (-4.71, -2.25, -0.39)
H (-5.28, 1.05, 0.28)
H (-4.13, 0.58, -1.02)
H (-3.65, 1.77, 0.20)
H (-5.18, 0.01, 3.12)
H (-3.74, 1.06, 3.12)
H (-3.64, -0.56, 3.80)
H (-1.64, -2.27, 1.11)
C (3.89, 0.42, 1.62)
C (3.07, -0.81, 2.06)
O (1.76, -0.76, 1.78)
C (3.29, -0.96, 3.60)
F (4.57, -1.30, 3.91)
F (3.06, 0.20, 4.23)
F (2.50, -1.88, 4.17)
C (3.71, -2.08, 1.39)
F (3.28, -2.22, 0.13)
F (5.06, -2.03, 1.32)
F (3.41, -3.24, 2.02)
H (3.36, 1.31, 1.96)
H (3.92, 0.46, 0.53)
H (4.90, 0.40, 2.02)
C (-2.00, -3.41, 3.32)
C (-1.17, -2.43, 4.12)
C (-0.81, -2.82, 5.41)
C (-0.11, -2.00, 6.27)
C (0.21, -0.72, 5.83)
C (-0.12, -0.29, 4.56)
C (0.12, 1.14, 4.18)
C (-0.77, -1.16, 3.64)
N (-1.01, -0.67, 2.39)
H (-2.43, -4.15, 4.00)
H (-1.42, -3.95, 2.56)
H (-2.83, -2.92, 2.81)
H (-1.11, -3.81, 5.74)
H (0.17, -2.34, 7.26)
H (0.72, -0.03, 6.50)
H (0.58, 1.68, 5.01)
H (-0.81, 1.63, 3.91)
H (0.78, 1.24, 3.32)

Summary:
- total charge = -2
- HOMO (eV) = -0.51
- frontier orbital gap (eV) = 4.4
- ΔE to the lowest compared entry with this formula, charge and spin (kcal per mole) = 10.95
- DFT total energy (eV) = -176050.122
- spin multiplicity = 1

Results of the Löwdin charge analysis, in e, for atoms 1 through 6: atom 1 (Ti): 0.65, atom 2 (C): -0.01, atom 3 (C): -0.52, atom 4 (O): -0.14, atom 5 (N): 0.09, atom 6 (C): -0.11

# C43H50N4O2P2PtSi2

C43H50N4O2P2PtSi2 as an isolated structure (wB97M-V/def2-TZVPD, the Open Molecules 2025 dataset).

Cartesian coordinates (Å):
Pt (-0.37, -0.08, 0.15)
C (-3.28, 4.07, 2.05)
Si (-2.58, 2.32, 2.12)
C (-3.94, 1.11, 2.52)
C (-1.28, 2.26, 3.47)
N (-1.90, 1.86, 0.61)
P (-1.09, 2.59, -0.52)
C (-0.11, 1.38, -1.26)
P (1.22, 0.65, -2.09)
N (1.58, -0.65, -1.28)
Si (2.01, -2.29, -1.52)
C (2.82, -2.87, 0.06)
C (0.50, -3.34, -1.85)
C (3.20, -2.47, -2.96)
C (2.57, 1.86, -2.13)
C (3.73, 1.59, -1.41)
C (4.73, 2.56, -1.33)
C (4.55, 3.79, -1.94)
C (3.39, 4.06, -2.66)
C (2.40, 3.09, -2.75)
C (0.74, 0.34, -3.80)
C (1.58, 0.58, -4.88)
C (1.18, 0.23, -6.17)
C (-0.06, -0.35, -6.37)
C (-0.91, -0.60, -5.29)
C (-0.51, -0.26, -4.01)
C (-2.16, 3.36, -1.76)
C (-3.52, 3.07, -1.73)
C (-4.37, 3.58, -2.72)
C (-3.85, 4.36, -3.73)
C (-2.49, 4.65, -3.77)
C (-1.65, 4.15, -2.79)
C (0.03, 3.90, 0.04)
C (-0.33, 5.25, 0.01)
C (0.54, 6.21, 0.50)
C (1.77, 5.84, 1.02)
C (2.13, 4.50, 1.07)
C (1.26, 3.53, 0.58)
H (-3.96, 4.26, 2.88)
H (-3.83, 4.24, 1.12)
H (-2.48, 4.81, 2.10)
H (-4.34, 1.28, 3.53)
H (-3.55, 0.08, 2.48)
H (-4.77, 1.18, 1.81)
H (-1.70, 2.55, 4.44)
H (-0.46, 2.94, 3.23)
H (-0.87, 1.25, 3.55)
H (2.12, -2.75, 0.90)
H (3.71, -2.28, 0.28)
H (3.11, -3.92, 0.01)
H (-0.24, -3.22, -1.05)
H (0.76, -4.40, -1.92)
H (0.02, -3.05, -2.79)
H (4.07, -1.82, -2.83)
H (2.71, -2.19, -3.90)
H (3.55, -3.50, -3.06)
H (3.84, 0.63, -0.92)
H (5.63, 2.36, -0.77)
H (5.32, 4.55, -1.86)
H (3.25, 5.02, -3.13)
H (1.48, 3.29, -3.30)
H (2.55, 1.03, -4.72)
H (1.84, 0.42, -7.01)
H (-0.37, -0.62, -7.37)
H (-1.87, -1.06, -5.46)
H (-1.16, -0.45, -3.17)
H (-3.90, 2.45, -0.94)
H (-5.42, 3.35, -2.69)
H (-4.50, 4.75, -4.50)
H (-2.08, 5.26, -4.57)
H (-0.59, 4.37, -2.82)
H (-1.29, 5.54, -0.39)
H (0.26, 7.26, 0.48)
H (2.45, 6.59, 1.40)
H (3.09, 4.20, 1.48)
H (1.54, 2.48, 0.63)
C (2.55, 0.02, 3.68)
C (1.37, -0.29, 2.79)
O (1.27, 0.34, 1.74)
C (0.46, -1.29, 3.30)
C (-0.69, -1.82, 2.77)
C (-1.48, -2.80, 3.61)
N (-1.16, -1.52, 1.53)
N (-2.31, -2.07, 1.23)
C (-2.74, -1.83, -0.04)
O (-2.10, -1.19, -0.91)
C (-4.08, -2.37, -0.37)
C (-4.80, -3.15, 0.53)
C (-6.05, -3.63, 0.18)
C (-6.60, -3.32, -1.05)
C (-5.89, -2.54, -1.95)
C (-4.64, -2.06, -1.61)
H (3.20, 0.74, 3.18)
H (3.10, -0.89, 3.92)
H (2.20, 0.45, 4.62)
H (0.73, -1.66, 4.28)
H (-0.97, -3.00, 4.54)
H (-1.64, -3.73, 3.06)
H (-2.47, -2.38, 3.81)
H (-4.36, -3.38, 1.49)
H (-6.61, -4.24, 0.89)
H (-7.58, -3.70, -1.32)
H (-6.32, -2.29, -2.92)
H (-4.07, -1.44, -2.30)

Summary:
- total charge = 0
- HOMO (spin up / spin down) (eV) = -6.32 / -8.30
- frontier orbital gap (spin up / spin down) (eV) = 6.8 / 6.9
- ⟨S²⟩ = 6.0400
- DFT total energy (eV) = -93038.849
- spin multiplicity = 5

Results of the Löwdin charge analysis, in e, for atoms 1 through 6: atom 1 (Pt): 1.18, atom 2 (C): -0.17, atom 3 (Si): 0.30, atom 4 (C): -0.17, atom 5 (C): -0.16, atom 6 (N): -0.28